Record 1
C14H24N3O | ωB97M-V/def2-TZVPD

```
42
Properties=species:S:1:pos:R:3
C 2.112 -3.849 -1.054
C 2.364 -2.363 -1.027
C 3.643 -1.859 -0.806
C 3.867 -0.493 -0.768
C 2.817 0.396 -0.934
C 1.532 -0.086 -1.161
C 0.424 0.933 -1.338
N -0.906 0.329 -1.351
C -1.545 -0.132 -0.121
C -2.365 -1.358 -0.579
N -2.386 -1.220 -2.067
C -1.467 -0.256 -2.394
N -1.204 0.104 -3.654
C 1.321 -1.457 -1.213
H 2.798 -4.359 -1.731
H 2.258 -4.269 -0.055
H 1.083 -4.065 -1.350
H 4.470 -2.544 -0.662
H 4.870 -0.114 -0.605
H 3.000 1.464 -0.896
H 0.448 1.630 -0.494
H 0.574 1.532 -2.237
H -0.840 -0.329 0.682
H -2.277 0.627 0.169
H -3.390 -1.287 -0.225
H -1.932 -2.321 -0.305
H -2.204 -2.087 -2.562
H -0.996 1.060 -3.884
H -1.273 -0.567 -4.400
H 0.328 -1.859 -1.401
C -2.238 2.997 2.558
C -1.125 2.004 2.854
C -0.863 1.879 4.345
O 0.063 2.353 2.139
H -1.961 3.991 2.915
H -2.418 3.070 1.484
H -3.169 2.708 3.048
H -1.400 1.024 2.457
H -0.549 2.843 4.754
H -0.066 1.160 4.536
H -1.758 1.558 4.878
H 0.360 3.214 2.456
```

Values from the calculation:
Net charge: +1
ΔE to the lowest compared entry with this formula, charge and spin in kcal/mol: 0.00
Orbital gap in eV: 9.22

---

Record 2
C8H23NO3P2 | ωB97M-V/def2-TZVPD

```
37
Properties=species:S:1:pos:R:3
C 1.811 -2.407 -1.846
C 3.246 -1.643 -2.058
C 3.126 -0.061 -2.495
C 4.226 0.878 -1.723
P 1.323 0.629 -2.377
P -0.795 1.224 -2.388
N -1.599 0.048 -3.517
O -1.555 0.918 -0.844
H 1.032 -2.254 -2.705
H 2.020 -3.578 -1.747
H 1.336 -2.056 -0.814
H 3.824 -2.221 -2.910
H 3.824 -1.715 -1.030
H 3.403 -0.018 -3.655
H 3.782 1.809 -1.172
H 5.028 1.232 -2.534
H 4.855 0.205 -0.964
H 1.207 0.205 -0.981
H 1.008 -0.229 -3.512
H 1.772 1.983 -2.728
H -1.016 -0.087 -4.381
H -2.549 0.407 -3.773
H -0.828 0.830 -0.132
O -0.656 0.110 1.736
C -1.522 0.406 2.554
O -1.683 -0.329 3.678
C -2.525 0.044 4.785
C -3.955 -0.401 4.550
C -2.481 1.528 2.282
H -2.444 1.113 4.998
H -2.128 -0.476 5.663
H -4.388 0.083 3.670
H -4.579 -0.164 5.416
H -3.996 -1.480 4.370
H -3.300 1.158 1.661
H -1.946 2.316 1.742
H -2.880 1.994 3.180
```

Values from the calculation:
Orbital gap in eV: 7.68

---

Record 3
C3H6N2O | ωB97M-V/def2-TZVPD

```
12
Properties=species:S:1:pos:R:3
C -1.679 0.927 0.734
C -0.118 -0.501 -0.031
N -1.030 0.367 -0.456
N 1.015 -0.600 -0.751
C 2.055 -1.264 -0.098
O 3.165 -1.392 -0.542
H -2.159 1.871 0.489
H -0.913 1.103 1.498
H -2.387 0.204 1.141
H -0.902 0.965 -1.279
H 1.253 -0.074 -1.594
H 1.700 -1.608 0.889
```

Values from the calculation:
ΔE to the lowest compared entry with this formula, charge and spin in kcal/mol: 56.54
Orbital gap in eV: 9.87

---

Record 4
C3H9NO3 | ωB97M-V/def2-TZVPD

```
16
Properties=species:S:1:pos:R:3
C -0.149 -1.064 0.398
C -0.836 0.428 -1.361
C 1.345 1.088 0.238
N -0.618 -0.879 -0.843
O -0.865 -0.571 1.454
O 0.564 -2.199 0.628
O -1.862 1.153 -0.763
H 0.158 -2.693 1.357
H -0.248 -0.125 2.052
H -1.580 1.388 0.131
H -0.193 -1.516 -1.505
H -1.003 0.388 -2.433
H 0.391 0.926 -0.723
H 1.881 1.900 -0.259
H 2.060 0.293 0.447
H 0.955 1.482 1.181
```

Values from the calculation:
ΔE to the lowest compared entry with this formula, charge and spin in kcal/mol: 117.71
Orbital gap in eV: 7.04

---

Record 5
C21H42ClFN2O9S4 | ωB97M-V/def2-TZVPD

```
80
Properties=species:S:1:pos:R:3
C 1.917 2.143 1.068
C 2.918 1.123 0.316
C 2.912 -0.290 1.067
Cl 4.483 -0.530 2.026
N 2.574 -1.464 0.216
C 1.283 -1.310 -0.526
C 0.604 -2.779 -0.596
N -0.860 -2.796 -0.360
C -1.599 -1.758 -1.137
C -2.162 -0.531 -0.276
C -1.219 -2.829 1.050
C -0.279 -2.472 2.274
O -2.386 -3.225 1.324
S 3.864 -1.967 -0.786
O 4.850 -0.902 -1.126
O 3.371 -2.566 -2.084
F 4.581 -3.250 0.040
H 2.430 2.667 1.953
H 1.542 2.965 0.371
H 1.007 1.604 1.495
H 2.744 1.064 -0.802
H 3.965 1.566 0.483
H 2.091 -0.228 1.867
H 0.627 -0.538 -0.001
H 1.443 -0.964 -1.606
H 0.867 -3.241 -1.615
H 1.138 -3.424 0.176
H -1.002 -1.426 -2.061
H -2.526 -2.286 -1.573
H -1.444 -0.134 0.509
H -3.109 -0.893 0.254
H -2.453 0.324 -0.969
H -0.865 -1.855 3.043
H 0.689 -1.946 2.008
H 0.000 -3.441 2.804
C -4.706 -0.439 -4.878
C -4.245 0.809 -5.634
C -4.268 1.979 -4.647
S -4.001 1.269 -3.025
O -5.197 1.459 -2.238
O -2.693 1.657 -2.547
C -3.941 -0.432 -3.561
H -4.517 -1.351 -5.447
H -5.782 -0.377 -4.686
H -3.224 0.656 -6.000
H -4.876 1.013 -6.501
H -3.480 2.701 -4.859
H -5.238 2.478 -4.641
H -4.383 -1.077 -2.803
H -2.892 -0.696 -3.714
C 1.709 6.468 -3.799
C 2.872 5.566 -4.218
C 3.270 4.733 -2.997
S 1.792 4.567 -2.002
O 1.997 5.262 -0.753
O 1.333 3.197 -2.055
C 0.741 5.568 -3.040
H 1.229 6.937 -4.659
H 2.075 7.262 -3.141
H 2.547 4.904 -5.026
H 3.719 6.147 -4.591
H 3.626 3.743 -3.284
H 4.026 5.240 -2.396
H 0.031 6.121 -2.427
H 0.210 4.899 -3.721
C 0.264 -4.854 7.362
C -1.122 -4.240 7.151
C -0.962 -2.719 7.203
S 0.709 -2.372 6.663
O 1.445 -1.813 7.771
O 0.667 -1.735 5.365
C 1.205 -4.074 6.454
H 0.274 -5.921 7.129
H 0.566 -4.734 8.408
H -1.506 -4.536 6.170
H -1.836 -4.587 7.900
H -1.667 -2.217 6.541
H -1.073 -2.340 8.220
H 2.255 -4.190 6.722
H 1.052 -4.340 5.406
```

Values from the calculation:
Orbital gap in eV: 9.34

---

Record 6
C29H25N5O15S5V | ωB97M-V/def2-TZVPD

```
80
Properties=species:S:1:pos:R:3
V 0.138 -0.864 0.087
O -0.250 3.344 0.016
S -1.287 3.351 1.036
O -2.050 4.601 0.995
O -2.104 2.169 1.166
C -0.424 3.450 2.589
C -0.478 4.665 3.260
C 0.110 4.814 4.499
C 0.777 3.750 5.074
C 0.839 2.535 4.416
C 0.236 2.361 3.172
S 0.296 0.624 2.603
O -0.859 0.024 3.202
O 1.548 0.160 3.164
O 0.349 0.524 1.091
H -1.021 5.469 2.781
H 0.053 5.764 5.016
H 1.242 3.864 6.045
H 1.361 1.690 4.841
N -1.402 -2.533 -3.207
C -0.308 -3.447 -2.912
C 0.237 -3.400 -1.470
O 0.792 -4.358 -0.984
O -0.003 -2.280 -0.833
H -1.080 -1.580 -3.062
H -2.167 -2.684 -2.556
H 0.536 -3.209 -3.561
H -0.620 -4.474 -3.113
O -5.266 -0.322 0.027
C -5.009 -1.256 0.955
C -6.089 -1.839 1.621
C -5.883 -2.807 2.587
C -4.594 -3.206 2.917
C -3.515 -2.640 2.264
C -3.708 -1.680 1.273
C -2.512 -1.153 0.584
O -1.357 -1.435 1.045
N -2.696 -0.470 -0.520
N -1.514 -0.086 -1.109
C -1.552 0.977 -1.831
S -0.240 1.418 -2.893
C -1.174 2.741 -3.760
C -2.148 3.333 -2.771
S -3.012 1.941 -1.987
H -4.396 -0.008 -0.324
H -7.088 -1.517 1.357
H -6.736 -3.257 3.083
H -4.434 -3.962 3.674
H -2.494 -2.921 2.493
H -1.692 2.296 -4.610
H -0.448 3.473 -4.112
H -2.908 3.960 -3.238
H -1.648 3.875 -1.970
O 0.193 -3.367 2.165
C 1.253 -2.800 2.031
C 2.517 -3.141 2.830
C 3.561 -2.167 2.307
C 2.800 -1.309 1.293
O 3.305 -0.387 0.687
N 1.519 -1.770 1.169
H 2.771 -4.187 2.661
H 2.294 -2.997 3.887
H 4.393 -2.659 1.800
H 3.950 -1.501 3.076
O 4.621 -2.664 -3.356
S 3.467 -1.865 -3.681
O 2.841 -2.201 -4.940
N 2.367 -1.794 -2.485
C 2.231 -0.570 -2.034
O 1.404 -0.174 -1.175
C 3.134 0.436 -2.669
C 3.245 1.778 -2.346
C 4.165 2.538 -3.055
C 4.934 1.974 -4.069
C 4.813 0.625 -4.385
C 3.910 -0.123 -3.663
H 2.630 2.194 -1.560
H 4.293 3.587 -2.819
H 5.635 2.591 -4.618
H 5.408 0.168 -5.163
```

Values from the calculation:
Net charge: -2
⟨S²⟩: 0.756
ΔE to the lowest compared entry with this formula, charge and spin in kcal/mol: 35.05
Orbital gap (alpha / beta) in eV: 7.49 / 7.51
Multiplicity: 2

---

Record 7
C6H12O | ωB97M-V/def2-TZVPD

```
19
Properties=species:S:1:pos:R:3
C 1.376 1.528 0.905
C 0.702 0.373 0.164
C 1.555 -0.899 0.182
C -0.652 0.097 0.784
O -1.757 0.877 0.345
C -1.785 -0.526 0.094
C -1.760 -0.985 -1.340
H 2.332 1.787 0.438
H 0.736 2.417 0.903
H 1.577 1.260 1.950
H 0.541 0.685 -0.875
H 1.489 -1.406 1.153
H 2.613 -0.677 0.001
H 1.226 -1.608 -0.584
H -0.610 -0.031 1.872
H -2.503 -1.059 0.722
H -1.037 -0.419 -1.933
H -2.748 -0.859 -1.795
H -1.495 -2.047 -1.389
```

Values from the calculation:
ΔE to the lowest compared entry with this formula, charge and spin in kcal/mol: 25.65
Orbital gap in eV: 11.15

---

Record 8
C13H20BCl12IN2O7PS2 | ωB97M-V/def2-TZVPD

```
59
Properties=species:S:1:pos:R:3
C 5.756 1.023 2.741
C 4.845 0.993 1.364
O 5.083 2.126 0.455
C 3.883 2.292 -0.429
C 3.703 1.075 -1.519
O 2.347 0.952 -2.085
C 1.370 0.585 -1.048
C 0.270 1.680 -0.423
I 0.410 3.728 -1.297
N -0.721 1.383 0.648
N -0.748 0.118 1.149
O -1.703 -0.103 2.114
B -3.028 -0.046 1.434
O -4.072 0.972 1.667
O -3.319 -1.149 0.476
C 0.089 -1.097 0.834
P -0.186 -2.766 1.801
S -0.101 -2.495 3.766
C 1.244 -0.938 -0.367
S 2.338 -2.371 -0.927
C 3.027 -2.135 -2.689
O 3.522 -2.442 0.094
O 1.539 -3.731 -0.999
H 6.192 -0.064 2.912
H 6.658 1.775 2.701
H 5.027 1.225 3.655
H 5.120 0.006 0.757
H 3.676 0.994 1.596
H 2.937 2.517 0.222
H 4.114 3.272 -1.068
H 4.420 1.328 -2.436
H 4.009 0.011 -1.121
H -3.619 1.864 1.730
H -2.944 -1.980 0.892
H 0.889 -3.731 1.528
H -1.410 -3.432 1.434
H 3.999 -1.481 -2.719
H 2.181 -1.756 -3.442
H 3.290 -3.238 -3.060
C -6.122 4.253 1.789
Cl -6.571 5.967 1.749
Cl -6.701 3.424 0.334
Cl -4.367 4.074 1.951
H -6.597 3.793 2.659
C -9.068 4.029 -3.101
Cl -7.769 5.105 -3.644
Cl -10.073 3.527 -4.471
Cl -8.398 2.615 -2.270
H -9.697 4.577 -2.395
C -1.676 -5.177 6.367
Cl -0.792 -4.024 7.381
Cl -0.785 -5.500 4.870
Cl -1.972 -6.683 7.252
H -2.641 -4.736 6.105
C 2.524 -1.994 -7.011
Cl 3.408 -0.840 -5.997
Cl 3.415 -2.317 -8.508
Cl 2.228 -3.500 -6.126
H 1.559 -1.553 -7.273
```

Values from the calculation:
Net charge: +1
Orbital gap in eV: 5.92

---

Record 9
C39H30Co2NO7PS | ωB97M-V/def2-TZVPD

```
81
Properties=species:S:1:pos:R:3
O -2.284 -3.711 -3.066
C -2.171 -2.813 -2.346
Co -2.066 -1.414 -1.307
C -1.409 -2.248 0.104
O -0.853 -2.875 0.906
C -0.615 -0.829 -2.116
O 0.357 -0.576 -2.697
C -3.455 -0.322 -1.638
C -3.782 -1.480 -0.901
C -4.776 -2.304 -0.472
C -4.488 -3.407 0.431
C -4.924 -4.725 0.139
C -4.539 -5.787 0.948
C -3.799 -5.545 2.116
C -3.415 -4.242 2.455
C -3.729 -3.192 1.601
Co -3.166 0.527 -0.007
C -2.802 0.278 1.689
O -2.608 0.263 2.838
C -4.569 1.544 -0.038
O -5.449 2.303 -0.019
P -1.751 1.994 -0.511
C -0.016 1.716 0.001
C 0.969 2.673 -0.282
C 2.297 2.438 0.089
C 2.637 1.263 0.772
C 1.647 0.342 1.100
C 0.324 0.570 0.729
C -1.755 2.295 -2.321
C -0.589 2.235 -3.088
C -0.661 2.366 -4.477
C -1.898 2.525 -5.106
C -3.066 2.606 -4.344
C -2.993 2.500 -2.952
C -2.089 3.675 0.157
C -2.390 4.772 -0.663
C -2.865 5.961 -0.098
C -2.998 6.077 1.288
C -2.624 5.011 2.114
C -2.157 3.818 1.553
H -3.907 0.071 -2.537
H -5.777 -2.181 -0.895
H -5.535 -4.880 -0.754
H -4.832 -6.805 0.681
H -3.528 -6.374 2.771
H -2.877 -4.032 3.383
H -3.474 -2.159 1.859
H 0.691 3.590 -0.806
H 3.063 3.172 -0.159
H 3.668 1.058 1.064
H 1.913 -0.555 1.662
H -0.443 -0.157 1.007
H 0.375 2.132 -2.597
H 0.260 2.347 -5.062
H -1.954 2.589 -6.194
H -4.036 2.752 -4.822
H -3.906 2.573 -2.354
H -2.254 4.702 -1.742
H -3.127 6.796 -0.749
H -3.386 6.999 1.725
H -2.695 5.108 3.197
H -1.851 2.993 2.200
C 9.381 -1.122 -0.228
C 8.147 -1.492 0.545
C 6.931 -1.675 -0.125
C 5.770 -2.002 0.575
C 5.818 -2.161 1.962
S 4.319 -2.648 2.860
N 3.345 -1.423 2.789
O 3.825 -3.753 2.063
O 4.852 -2.921 4.183
C 7.024 -1.974 2.647
C 8.180 -1.650 1.936
H 10.232 -0.991 0.446
H 9.632 -1.904 -0.957
H 9.235 -0.187 -0.786
H 6.901 -1.562 -1.212
H 4.827 -2.131 0.050
H 3.514 -0.827 3.607
H 7.067 -2.083 3.727
H 9.128 -1.515 2.462
```

Values from the calculation:
Net charge: -2
ΔE to the lowest compared entry with this formula, charge and spin in kcal/mol: 0.00
Orbital gap in eV: 5.29

---

What strongest force on any atom values result from the calculations? In sequence: 0.99, 3.59, 0.56, 0.80, 5.69, 4.11, 0.29, 6.68, 4.17 eV Å⁻¹.